This record from the Open Molecules 2025 dataset describes a cluster of 3 separate species, C25H42N4O5S in total at a distorted geometry. The level of theory is wB97M-V/def2-TZVPD.

Structure (XYZ):
```
77
Properties=species:S:1:pos:R:3
H 1.6660 3.7180 -2.5887
H -1.7300 -4.2118 2.2815
C 3.7630 4.0089 -2.3609
H -5.5160 -3.8546 2.2258
H 2.3933 2.5706 -1.4198
O 1.8105 0.6109 3.0149
H -2.7843 4.6799 -3.1415
H -6.7310 -6.1112 5.0909
H -3.0250 4.0419 -4.7672
C 2.6115 2.8481 3.3071
H -3.5608 3.0672 -3.3680
H -2.0437 1.9691 -5.4169
H -0.0251 -4.6038 2.5477
C 0.2616 -1.4822 -2.5285
H 5.4771 1.2177 4.9952
C 1.4774 -1.1120 0.5694
H 4.3020 1.4686 6.2999
C -1.3853 3.1256 -3.6750
C -6.6200 -5.1383 4.6084
C -2.7962 3.7571 -3.7333
H 3.5818 3.1507 2.9101
H -6.8060 -5.2488 3.5459
C 1.8848 0.7976 -3.3872
H -0.1612 2.2450 -2.0616
H 3.7672 1.7498 -3.5657
H 0.8965 -0.2122 0.3570
C 0.7434 0.5698 -4.0568
H -0.6279 3.8064 -4.0830
H -0.0616 0.9240 -5.9799
C 0.8810 -1.9548 1.7365
S 3.9555 4.7648 -0.6947
H -7.3590 -4.4533 5.0284
H 2.4711 -0.7964 0.9141
C -0.7451 -3.7820 2.4538
N -5.2876 -4.6239 4.8638
N -0.7767 -2.3846 -2.0985
C 1.3987 -1.2639 -1.8446
O -2.5420 -1.1098 -1.1184
C 0.0693 1.4864 -5.0484
H 0.5879 -1.3241 2.5763
O -0.6365 -1.2193 -4.7228
N 3.4877 0.8761 4.4748
H -4.8832 -5.5214 2.2859
N 1.6556 -1.9506 -0.6379
C 2.5217 3.0684 -2.3834
H 2.3995 3.4029 4.2218
C -4.6607 -4.4746 2.4976
C 0.0439 -0.7646 -3.8397
H -0.8067 -3.2639 3.4163
H 4.6720 3.4303 -2.5436
H 0.6193 2.4059 -5.2373
H 2.5299 2.5831 -4.4790
H -1.8998 2.2528 -1.7312
H -1.8043 1.0515 -3.9399
H -1.2042 -2.1168 1.2188
C -0.3439 -2.7901 1.3333
H -0.9714 3.7644 -1.6584
H 3.4215 -0.1208 4.6072
H -5.0051 -4.4809 5.8201
C 2.7127 2.0522 -3.5435
H 2.5497 -2.4205 -0.6515
C 2.3741 -0.2638 -2.4284
O 3.5409 -0.3196 -2.1237
C 2.5927 1.3627 3.5755
H 3.3171 3.8364 0.0565
C -1.3730 1.8461 -4.5600
H -3.8109 -4.1725 1.8954
H -0.1761 -3.3899 0.4375
O -3.2452 -3.8692 4.3399
C -1.0844 2.8163 -2.1977
H 3.6751 4.7916 -3.1165
C -4.3243 -4.2931 3.9595
C -1.7193 -1.7128 -1.6678
C 4.4859 1.6073 5.2332
H 4.4598 2.6672 5.0058
H 1.6285 -2.6649 2.1223
H 1.8463 3.0835 2.5732
```

Summary:
HOMO   -0.32334 Eh
Calculated total energy   -1971.19433 Eh
Orbital gap   8.05 eV